[1]
Entry from OMol25: C4H6N2O in the gas phase (the ωB97M-V functional and the def2-TZVPD basis).

Last column: natural (NBO) charge in e.
CARTESIAN COORDINATES (ANGSTROEM)
O 1.152 -0.065 -0.977  -0.45
N -2.140 -2.338 0.601  -0.44
N -0.670 -0.396 0.828  -0.57
C -0.806 0.794 0.056  -0.25
C 0.581 1.152 -0.575  -0.08
C -1.456 -1.410 0.646  0.39
C 1.282 -0.914 0.024  0.20
H 1.196 1.655 0.178  0.18
H 0.464 1.773 -1.460  0.21
H -1.550 0.696 -0.744  0.20
H 1.298 -1.955 -0.252  0.20
H 1.740 -0.604 0.954  0.18
H -1.091 1.612 0.722  0.21

Calculated values
2S+1: 1
Lowest unoccupied orbital energy, eV: -0.22
Calculated total energy, a.u.: -340.662507



[2]
Entry from OMol25: 2 unconnected molecules or ions with the total composition C4H7ClN2 (the ωB97M-V functional and the def2-TZVPD basis).

Last column: natural (NBO) charge in e.
CARTESIAN COORDINATES (ANGSTROEM)
Cl 1.824 1.040 0.409  -0.09
N -2.084 0.560 -0.500  -0.08
N -1.849 1.587 0.093  -0.06
C 0.870 -0.591 -1.483  -0.59
C 0.406 0.645 -0.675  -0.23
C -0.808 0.545 0.179  0.11
C -0.446 -0.649 1.957  -0.54
H 0.272 1.501 -1.340  0.22
H 0.382 -0.084 2.286  0.22
H 0.925 -1.427 -0.936  0.21
H -0.384 -1.622 1.562  0.20
H 0.307 -0.745 -2.307  0.21
H -1.361 -0.440 2.572  0.21
H 1.946 -0.318 -1.818  0.22

Calculated values
2S+1: 1
Lowest unoccupied orbital energy, eV: 0.52
Calculated total energy, a.u.: -726.145947



[3]
Entry from OMol25: 4 unconnected molecules or ions with the total composition C4H16O3 (the ωB97M-V functional and the def2-TZVPD basis).

Last column: natural (NBO) charge in e.
CARTESIAN COORDINATES (ANGSTROEM)
O -1.374 2.837 3.735  -0.93
O 1.108 -3.176 -1.464  -0.93
O 0.438 -3.602 1.253  -0.94
C -1.418 2.455 -0.960  -0.60
C -0.041 0.350 -0.790  -0.41
C -0.353 1.613 -1.638  -0.40
C 1.442 0.008 -0.629  -0.61
H -1.949 2.605 2.995  0.47
H -1.632 3.398 -1.477  0.21
H -1.651 3.721 3.930  0.46
H 1.728 -0.462 -1.567  0.18
H 1.414 -2.269 -1.567  0.47
H 1.094 -3.500 1.954  0.46
H 0.799 -2.984 0.584  0.48
H -2.352 1.902 -0.839  0.20
H 2.163 0.837 -0.667  0.22
H -0.542 1.303 -2.660  0.20
H -1.036 2.768 0.019  0.20
H 0.558 2.230 -1.752  0.19
H 1.931 -3.641 -1.473  0.47
H 1.583 -0.634 0.241  0.21
H -0.471 -0.465 -1.386  0.20
H -0.630 0.282 0.131  0.21

Calculated values
SMILES: CCCC.O.O.O
2S+1: 1
Lowest unoccupied orbital energy, eV: 0.69
Calculated total energy, a.u.: -387.684950



[4]
Entry from OMol25: a molecular structure, C6H9EuO3 (the ωB97M-V functional and the def2-TZVPD basis).

Last column: Mulliken spin population.
CARTESIAN COORDINATES (ANGSTROEM)
Eu -0.424 0.450 2.587  7.03
O 0.372 -0.732 -2.714  0.16
O -1.664 -0.658 -0.747  -0.10
O 1.255 -0.648 0.646  -0.04
C 2.511 -1.356 0.696  0.01
C -0.812 0.034 0.045  0.03
C -2.368 -1.892 -0.717  0.00
C 0.904 -0.125 -1.779  -0.02
C 1.928 0.924 -2.071  -0.02
C 0.471 -0.553 -0.419  -0.05
H 2.671 -1.662 1.733  0.00
H -2.347 -2.291 -1.738  0.00
H 2.809 0.862 -1.421  0.00
H 2.505 -2.201 0.002  0.00
H 1.452 1.913 -2.121  0.00
H 3.246 -0.613 0.380  -0.01
H -3.417 -1.736 -0.446  0.00
H 2.335 0.768 -3.076  0.00
H -1.785 -2.548 -0.067  -0.01

Calculated values
2S+1: 8
Lowest unoccupied orbital energy (spin up / spin down), eV: -15.32 / -15.47
Calculated total energy, a.u.: -1168.642483
Net charge: +3



[5]
Entry from OMol25: 2 unconnected molecules or ions with the total composition C7H10N3O3S (the ωB97M-V functional and the def2-TZVPD basis).

Last column: natural (NBO) charge in e.
CARTESIAN COORDINATES (ANGSTROEM)
S 0.988 1.314 -0.926  0.30
O 2.372 -2.553 3.344  -0.62
O 2.334 -0.937 1.762  -0.51
O 1.953 -2.982 1.165  -0.50
N -0.405 2.472 -3.046  -0.52
N -2.459 1.314 -2.857  -0.49
N -2.433 3.403 -2.053  -0.48
C -1.767 2.428 -2.654  0.61
C 1.817 -4.367 1.496  -0.26
C 0.322 2.016 -2.145  0.21
C -3.749 1.591 -2.320  -0.06
C 2.234 -2.197 2.207  0.98
C -3.722 2.869 -1.836  -0.06
C 2.635 0.020 2.780  -0.26
H 1.592 -4.901 0.575  0.20
H 3.598 -0.198 3.241  0.20
H 2.748 -4.757 1.906  0.20
H 0.996 -4.517 2.196  0.20
H 1.847 0.044 3.532  0.20
H -4.530 3.402 -1.329  0.27
H -2.038 4.307 -1.820  0.47
H -4.555 0.855 -2.314  0.27
H 2.692 0.997 2.304  0.18
H -2.154 0.448 -3.291  0.47

Calculated values
2S+1: 1
Lowest unoccupied orbital energy, eV: -4.06
Calculated total energy, a.u.: -1060.655849
Net charge: +1



[6]
Entry from OMol25: 2 unconnected molecules or ions with the total composition C3H7N2O (the ωB97M-V functional and the def2-TZVPD basis).

Last column: natural (NBO) charge in e.
CARTESIAN COORDINATES (ANGSTROEM)
O -1.470 -1.221 1.537  -0.97
N -0.071 -0.188 -1.278  -0.45
N 0.268 1.122 0.354  -0.45
C 1.457 0.467 0.130  -0.04
C 1.227 -0.400 -0.879  -0.04
C -0.667 0.682 -0.472  0.29
H -2.187 -1.831 1.343  0.49
H -1.720 0.856 -0.570  0.26
H -1.626 -0.863 2.419  0.49
H -0.506 -0.655 -2.063  0.46
H 1.873 -1.104 -1.361  0.26
H 2.335 0.632 0.730  0.27
H 0.030 1.616 1.199  0.45

Calculated values
2S+1: 1
Lowest unoccupied orbital energy, eV: -3.08
Calculated total energy, a.u.: -303.034833
Net charge: +1



[7]
Entry from OMol25: a molecular structure, C19H44Cl2O2PtSi4 (the ωB97M-V functional and the def2-TZVPD basis).

Last column: Mulliken spin population.
CARTESIAN COORDINATES (ANGSTROEM)
Pt -0.196 -1.273 -1.469  4.13
Cl -4.428 -0.049 -0.996  0.00
Cl -0.922 1.058 -1.308  0.05
Si 1.395 0.208 2.727  -0.17
Si 1.658 2.707 0.274  0.15
Si 0.367 0.554 0.480  -0.71
Si -1.650 1.864 1.573  0.41
O -0.365 -1.098 0.629  0.07
O 1.551 -0.188 -0.629  0.26
C 1.970 1.597 3.867  0.02
C 2.914 -0.857 2.379  0.08
C -1.628 -2.010 -3.113  0.25
C 1.993 -3.094 -2.899  -1.10
C -1.700 -2.985 -2.055  -0.31
C -0.372 -3.499 -1.825  -0.18
C -1.355 2.556 3.320  0.07
C 1.364 4.103 1.504  0.00
C 0.180 -0.858 3.697  0.06
C 0.025 -4.527 -0.825  -0.15
C -2.923 -3.356 -1.304  0.11
C -0.245 -1.894 -3.532  -0.65
C -2.764 -1.281 -3.712  0.11
C 1.241 3.394 -1.443  0.10
C 3.489 2.255 0.243  0.20
C 0.275 -1.029 -4.618  0.06
C -2.855 0.446 1.751  0.14
C 0.538 -2.839 -2.752  0.44
C -2.323 3.254 0.524  0.05
H -0.297 -0.100 -4.669  -0.06
H -3.817 0.864 2.097  0.02
H 3.713 1.607 -0.616  -0.02
H 2.494 -2.190 -3.250  0.11
H 0.197 -1.518 -5.595  0.02
H -2.939 3.902 1.174  0.01
H -0.013 -1.815 3.189  0.01
H 0.655 -1.086 4.662  0.01
H -0.102 -5.545 -1.223  -0.10
H 0.317 4.419 1.542  0.00
H -2.975 2.858 -0.278  0.00
H 1.326 -0.796 -4.447  0.12
H 0.226 3.801 -1.509  0.00
H 3.839 1.771 1.163  0.00
H 4.052 3.192 0.113  0.00
H -0.590 -4.444 0.077  0.05
H 1.698 3.867 2.517  0.00
H 1.076 -4.412 -0.540  0.17
H -3.427 -1.963 -4.259  0.03
H -2.563 -0.357 2.444  -0.01
H -1.306 -1.153 0.923  -0.03
H -0.777 -0.368 3.906  -0.01
H 1.154 2.262 4.179  0.00
H -3.527 -4.070 -1.881  0.09
H -0.588 3.341 3.331  -0.02
H 2.428 -3.400 -1.943  0.28
H 2.783 2.186 3.420  0.01
H 2.369 1.100 4.768  -0.01
H -1.540 3.877 0.065  -0.01
H 1.367 2.623 -2.211  -0.01
H 2.222 -0.777 -0.196  -0.09
H -3.539 -2.461 -1.115  -0.04
H 2.658 -1.773 1.829  0.10
H -2.316 2.999 3.635  0.01
H 3.310 -1.169 3.356  -0.03
H -1.092 1.769 4.039  0.00
H -3.089 0.006 0.750  -0.02
H -2.410 -0.509 -4.397  0.00
H -3.362 -0.810 -2.912  0.00
H -2.668 -3.833 -0.353  0.00
H 1.957 4.198 -1.656  0.02
H 2.190 -3.892 -3.625  -0.04
H 1.958 4.958 1.150  0.00
H 3.714 -0.319 1.855  -0.04

Calculated values
2S+1: 5
Lowest unoccupied orbital energy (spin up / spin down), eV: 3.75 / 3.12
Calculated total energy, a.u.: -3098.521467
Net charge: -2